Molecular formula: C4H4O4
Method: DFT, ωB97M-V/def2-TZVPD

Summary:
E = -455.62454 a.u.
lowest unoccupied orbital energy = -0.987 eV
ΔE to the lowest compared entry with this formula, charge and spin = 118.3 kcal per mole
HOMO-LUMO gap = 9.68 eV
largest force on an atom = 8.012 eV/Å
molecular weight = 116.072 g mol⁻¹
net charge = 0
SMILES = O=C[C@@H]1O[C@H]1C(=O)O

Each line ends with the natural charge from an NBO analysis.
Positions of all 12 atoms, in Å:
O1 -0.078 1.569 -2.741  -0.488
C1 -0.479 0.478 -2.093  0.361
C2 -0.613 0.205 -0.541  -0.040
O2 -0.430 1.004 0.631  -0.454
C3 0.666 0.266 0.319  0.000
C4 0.743 -0.844 1.434  0.721
O3 1.340 -1.925 1.122  -0.556
O4 -0.031 -0.698 2.657  -0.662
H1 -1.165 -0.276 -2.676  0.161
H2 -1.252 -0.768 -0.551  0.219
H3 1.657 0.619 0.004  0.239
H4 -0.359 0.370 2.434  0.500

Cartesian forces (eV/Å) of the 6 atoms listed first:
-1.749 -6.593 4.203
-0.726 6.527 -2.860
1.672 -2.781 -1.214
-1.669 2.917 -1.680
-0.301 -3.097 1.685
1.268 -5.178 -0.692

Molecular formula: C4H4O6Tl
Method: DFT, ωB97M-V/def2-TZVPD

Summary:
E = -777.88725 a.u.
lowest unoccupied orbital energy (alpha / beta) = -11.393 / -11.789 eV
⟨S²⟩ = 0.7530
ΔE to the lowest compared entry with this formula, charge and spin = 0.0 kcal per mole
HOMO-LUMO gap (alpha / beta) = 7.29 / 6.90 eV
largest force on an atom = 10.438 eV/Å
molecular weight = 352.453 g mol⁻¹
net charge = +2
spin multiplicity = 2

Each line ends with the Mulliken charge.
Positions of all 15 atoms, in Å:
O1 -2.187 -0.258 1.319  -0.451
C1 -0.974 -0.139 0.995  0.843
O2 -0.078 -0.753 1.644  -0.415
O3 -0.673 0.641 -0.027  -0.245
O4 0.826 2.184 -0.697  -0.199
C2 0.341 2.500 -1.940  0.157
C3 0.696 0.862 -0.330  0.161
Tl1 -1.537 -1.437 2.758  0.945
H1 0.805 3.393 -2.354  0.323
H2 -0.644 2.110 -2.203  0.345
H3 1.336 0.654 0.533  0.536
C4 1.187 0.006 -1.592  0.409
O5 2.359 -0.101 -1.836  -0.424
H4 0.581 -1.323 -2.793  0.405
O6 0.217 -0.682 -2.163  -0.389

Cartesian forces (eV/Å) of the 6 atoms listed first:
-1.167 2.508 -3.151
0.501 1.847 -2.389
3.591 1.585 -2.611
-0.146 -0.033 0.235
-0.570 2.747 -5.641
0.688 0.986 5.615

Molecular formula: C4H4OS
Method: DFT, ωB97M-V/def2-TZVPD

Summary:
E = -628.16666 a.u.
lowest unoccupied orbital energy = 0.879 eV
ΔE to the lowest compared entry with this formula, charge and spin = 42.9 kcal per mole
HOMO-LUMO gap = 8.54 eV
largest force on an atom = 3.898 eV/Å
molecular weight = 100.142 g mol⁻¹
net charge = 0
SMILES = C1=CSC=CO1

Each line ends with the natural charge from an NBO analysis.
Positions of all 10 atoms, in Å:
C1 -0.594 1.162 -0.056  0.123
C2 0.681 1.394 -0.013  -0.428
S1 1.832 -0.045 -0.102  0.244
C3 0.681 -1.375 -0.038  -0.450
C4 -0.631 -1.242 -0.058  0.097
O1 -1.316 -0.001 -0.155  -0.509
H1 -1.372 1.995 0.011  0.200
H2 1.143 2.398 0.126  0.253
H3 1.103 -2.369 0.075  0.248
H4 -1.526 -1.917 0.210  0.222

Cartesian forces (eV/Å) of the 6 atoms listed first:
-3.514 1.682 0.131
2.349 -0.819 0.176
-0.110 0.930 -0.183
-0.366 -0.319 0.105
-2.828 0.558 0.997
1.249 -0.385 -0.206

Molecular formula: C4H4OS
Method: DFT, ωB97M-V/def2-TZVPD

Summary:
E = -628.07403 a.u.
lowest unoccupied orbital energy (alpha / beta) = -0.391 / -0.964 eV
ΔE to the lowest compared entry with this formula, charge and spin = 101.0 kcal per mole
HOMO-LUMO gap (alpha / beta) = 8.11 / 8.22 eV
largest force on an atom = 1.587 eV/Å
molecular weight = 100.142 g mol⁻¹
net charge = 0

Each line ends with the natural charge from an NBO analysis.
Positions of all 10 atoms, in Å:
C1 0.280 -0.712 -0.605  -0.176
C2 0.727 -0.796 0.776  -0.385
C3 -0.313 0.338 -1.181  -0.442
C4 0.437 0.033 1.738  -0.049
O1 -2.176 2.047 -0.642  -0.807
S1 -0.732 1.890 -0.410  1.000
H1 0.463 -1.597 -1.201  0.217
H2 1.301 -1.713 0.972  0.225
H3 -0.688 0.271 -2.191  0.230
H4 0.701 0.240 2.744  0.188

Cartesian forces (eV/Å) of the 6 atoms listed first:
-0.171 0.477 -0.403
0.214 -0.684 0.156
-0.170 0.061 0.181
-0.227 0.545 -0.721
-0.893 0.245 -0.177
1.190 -0.943 0.460

Repeat the second record exactly.
Molecular formula: C4H4O6Tl
Method: DFT, ωB97M-V/def2-TZVPD

Summary:
E = -777.88725 a.u.
lowest unoccupied orbital energy (alpha / beta) = -11.393 / -11.789 eV
⟨S²⟩ = 0.7530
ΔE to the lowest compared entry with this formula, charge and spin = 0.0 kcal per mole
HOMO-LUMO gap (alpha / beta) = 7.29 / 6.90 eV
largest force on an atom = 10.438 eV/Å
molecular weight = 352.453 g mol⁻¹
net charge = +2
spin multiplicity = 2

Each line ends with the Mulliken charge.
Positions of all 15 atoms, in Å:
O1 -2.187 -0.258 1.319  -0.451
C1 -0.974 -0.139 0.995  0.843
O2 -0.078 -0.753 1.644  -0.415
O3 -0.673 0.641 -0.027  -0.245
O4 0.826 2.184 -0.697  -0.199
C2 0.341 2.500 -1.940  0.157
C3 0.696 0.862 -0.330  0.161
Tl1 -1.537 -1.437 2.758  0.945
H1 0.805 3.393 -2.354  0.323
H2 -0.644 2.110 -2.203  0.345
H3 1.336 0.654 0.533  0.536
C4 1.187 0.006 -1.592  0.409
O5 2.359 -0.101 -1.836  -0.424
H4 0.581 -1.323 -2.793  0.405
O6 0.217 -0.682 -2.163  -0.389

Cartesian forces (eV/Å) of the 6 atoms listed first:
-1.167 2.508 -3.151
0.501 1.847 -2.389
3.591 1.585 -2.611
-0.146 -0.033 0.235
-0.570 2.747 -5.641
0.688 0.986 5.615